C34H80BIN4O10PS5 | the ωB97M-V functional and the def2-TZVPD basis

Bonds (Å) are listed after each position.
Cartesian coordinates (Å):
1 I 0.15138 2.96571 3.28688  C48 2.128
2 S 5.70457 -4.59826 -1.54791  O16 1.497, C32 1.800, C53 1.793
3 S -4.17301 1.86012 7.87101  O11 1.491, C41 1.795, C42 1.794
4 S 4.03071 -3.21278 -5.51620  O12 1.488, C51 1.796, C52 1.796
5 S -7.28385 1.46828 2.86992  O13 1.486, C22 1.796, C29 1.789
6 S 3.80108 -5.01887 3.84354  O14 1.490, C45 1.796, C50 1.790
7 P -5.87240 0.37424 -0.70904  N18 1.538, N21 1.737, H97 1.404, H127 1.396
8 O -5.26290 3.92588 -0.54159  C37 1.438, B56 1.345
9 O 0.89339 5.20356 -3.28389  C47 1.195
10 O -6.20617 3.16606 -2.62947  B56 1.362, H109 0.963
11 O -5.36663 2.35024 7.12376  S3 1.491
12 O 4.52023 -3.40868 -4.12438  S4 1.488
13 O -8.03253 0.19544 3.03341  S5 1.486
14 O 3.09213 -3.71201 3.94856  S6 1.490
15 O 0.57586 3.80025 -1.56385  C24 1.431, C47 1.378
16 O 5.46168 -4.00530 -0.19545  S2 1.497
17 O 6.02589 0.01652 -1.03647  C31 1.421, C35 1.404
18 N -5.34583 -0.38664 0.51946  P7 1.538, H119 1.014
19 N -2.80849 0.37628 -1.38427  C40 1.335, C49 1.481, C55 1.473
20 N -2.74558 2.57897 -1.76894  C34 1.499, C40 1.359, H72 1.016
21 N -4.83613 1.65254 -1.26462  P7 1.737, C40 1.340, B56 1.508
22 C -8.35029 2.80873 3.40870  S5 1.796, H95 1.090, H106 1.088, H111 1.090
23 C 0.51974 -0.72512 1.14978  C28 1.532, C39 1.524, H75 1.093, H113 1.095
24 C -0.29995 2.90897 -2.26146  O15 1.431, C34 1.537, H126 1.090, H135 1.091
25 C 0.63271 6.18904 -1.12720  C47 1.502, H70 1.086, H86 1.091, H131 1.087
26 C 5.38239 -1.05402 0.99932  C31 1.515, C33 1.528, H73 1.090, H117 1.092
27 C -2.96362 -3.87027 -3.44846  C54 1.529, H57 1.093, H61 1.093, H115 1.089
28 C -0.60267 -0.86966 0.11750  C23 1.532, C44 1.544, H110 1.093, H134 1.092
29 C -6.11332 1.62241 4.21373  S5 1.789, H58 1.089, H83 1.089, H100 1.088
30 C -1.16287 2.33316 0.13838  C34 1.527, C46 1.539, H81 1.091, H112 1.092
31 C 6.45459 -0.25097 0.29126  O17 1.421, C26 1.515, H60 1.098, H82 1.101
32 C 5.91625 -6.36449 -1.27604  S2 1.800, H68 1.090, H102 1.088, H108 1.090
33 C 4.22376 -0.20566 1.52135  C26 1.528, C36 1.534, H67 1.094, H78 1.095
34 C -1.34573 2.21680 -1.37272  N20 1.499, C24 1.537, C30 1.527, C49 1.539
35 C 7.05097 0.56955 -1.82018  O17 1.404, H105 1.098, H107 1.089, H125 1.097
36 C 2.96041 -1.04172 1.76508  C33 1.534, C39 1.541, H99 1.090, H118 1.094
37 C -5.30273 5.33098 -0.84434  O8 1.438, H84 1.089, H98 1.087, H130 1.089
38 C -3.69202 -0.77424 -3.45297  C43 1.544, C55 1.539, H90 1.093, H103 1.092
39 C 1.92446 -0.99456 0.62465  C23 1.524, C36 1.541, H71 1.095, H79 1.094
40 C -3.51916 1.50418 -1.46269  N19 1.335, N20 1.359, N21 1.340
41 C -2.76360 2.47759 6.94617  S3 1.795, H74 1.090, H85 1.088, H120 1.090
42 C -3.97567 2.94205 9.28820  S3 1.794, H59 1.090, H62 1.088, H91 1.089
43 C -2.74482 -1.51184 -4.42359  C38 1.544, C54 1.526, H101 1.092, H133 1.095
44 C -0.33290 -0.19082 -1.24270  C28 1.544, C49 1.529, H65 1.092, H122 1.092
45 C 4.73047 -5.21846 5.36741  S6 1.796, H92 1.090, H93 1.090, H129 1.088
46 C -1.35316 3.72464 0.76762  C30 1.539, C48 1.524, H114 1.096, H124 1.090
47 C 0.69900 5.05813 -2.11334  O9 1.195, O15 1.378, C25 1.502
48 C -0.13096 4.17541 1.55914  I1 2.128, C46 1.524, H121 1.086, H136 1.087
49 C -1.42669 0.73397 -1.77820  N19 1.481, C34 1.539, C44 1.529, H89 1.100
50 C 5.20565 -4.75779 2.76581  S6 1.790, H64 1.091, H66 1.091, H132 1.088
51 C 5.12130 -4.15712 -6.58567  S4 1.796, H80 1.090, H104 1.090, H128 1.088
52 C 4.60250 -1.59138 -6.03715  S4 1.796, H69 1.088, H94 1.090, H123 1.090
53 C 7.42202 -4.24958 -1.92869  S2 1.793, H63 1.088, H76 1.090, H88 1.090
54 C -3.15069 -2.96255 -4.66469  C27 1.529, C43 1.526, H77 1.093, H96 1.092
55 C -3.27777 -0.88892 -1.97496  N19 1.473, C38 1.539, H87 1.088, H116 1.090
56 B -5.47950 2.99761 -1.49003  O8 1.345, O10 1.362, N21 1.508
57 H -3.77282 -3.75757 -2.72179  C27 1.093
58 H -5.35651 0.84887 4.09165  C29 1.089
59 H -3.03638 2.71240 9.79092  C42 1.090
60 H 7.40557 -0.79998 0.26353  C31 1.098
61 H -2.02671 -3.65280 -2.92959  C27 1.093
62 H -4.80870 2.75015 9.96095  C42 1.088
63 H 7.50063 -3.17405 -2.07610  C53 1.088
64 H 5.82585 -5.65522 2.75532  C50 1.091
65 H -0.18144 -0.97133 -1.99124  C44 1.092
66 H 5.77909 -3.90002 3.11896  C50 1.091
67 H 4.51485 0.26574 2.46479  C33 1.094
68 H 6.23969 -6.83620 -2.20405  C32 1.090
69 H 4.07050 -0.85335 -5.44057  C52 1.088
70 H 0.54953 7.11438 -1.68965  C25 1.086
71 H 1.93258 -1.95168 0.09212  C39 1.095
72 H -3.04668 3.44992 -1.34093  N20 1.016
73 H 5.01293 -1.79339 0.28857  C26 1.090
74 H -2.89729 3.54396 6.76644  C41 1.090
75 H 0.31487 -1.42832 1.96100  C23 1.093
76 H 8.05096 -4.56399 -1.09603  C53 1.090
77 H -4.18781 -3.00691 -5.00782  C54 1.093
78 H 4.02907 0.61443 0.82215  C33 1.095
79 H 2.23715 -0.23643 -0.09992  C39 1.094
80 H 6.15543 -3.89362 -6.36465  C51 1.090
81 H -1.85848 1.63797 0.61068  C30 1.091
82 H 6.64230 0.70608 0.80121  C31 1.101
83 H -5.64617 2.60556 4.16732  C29 1.089
84 H -5.18732 5.50450 -1.91366  C37 1.089
85 H -2.73726 1.93954 6.00033  C41 1.088
86 H 1.54892 6.22346 -0.53561  C25 1.091
87 H -2.45432 -1.59076 -1.86181  C55 1.088
88 H 7.70051 -4.76898 -2.84550  C53 1.090
89 H -1.35713 0.74052 -2.87585  C49 1.100
90 H -3.73486 0.27643 -3.75169  C38 1.093
91 H -3.99635 3.97862 8.95354  C42 1.089
92 H 5.36503 -6.10127 5.29045  C45 1.090
93 H 5.32871 -4.32382 5.53936  C45 1.090
94 H 5.67386 -1.51403 -5.85338  C52 1.090
95 H -7.78788 3.74188 3.39838  C22 1.090
96 H -2.54991 -3.36038 -5.48578  C54 1.092
97 H -7.08449 1.07297 -0.59733  P7 1.404
98 H -4.50053 5.80170 -0.28240  C37 1.087
99 H 3.23849 -2.07784 1.95969  C36 1.090
100 H -6.61693 1.49368 5.16980  C29 1.088
101 H -2.76369 -0.98237 -5.37791  C43 1.092
102 H 4.94787 -6.76319 -0.98045  C32 1.088
103 H -4.68030 -1.22585 -3.56406  C38 1.092
104 H 4.88205 -3.94727 -7.62800  C51 1.090
105 H 7.81982 -0.17652 -2.05922  C35 1.098
106 H -9.18555 2.86930 2.71388  C22 1.088
107 H 6.61066 0.92673 -2.75011  C35 1.089
108 H 6.64685 -6.53196 -0.48445  C32 1.090
109 H -7.11376 3.46755 -2.51520  O10 0.963
110 H -0.77944 -1.93527 -0.04667  C28 1.093
111 H -8.71497 2.58977 4.41185  C22 1.090
112 H -0.16609 1.95890 0.38036  C30 1.092
113 H 0.49017 0.27181 1.60174  C23 1.095
114 H -1.51989 4.46577 -0.02213  C46 1.096
115 H -2.95153 -4.91986 -3.73743  C27 1.089
116 H -4.06832 -1.30720 -1.35181  C55 1.090
117 H 5.84321 -1.61422 1.81615  C26 1.092
118 H 2.47748 -0.70205 2.68572  C36 1.094
119 H -5.91393 -0.33425 1.35726  N18 1.014
120 H -1.84084 2.29057 7.49568  C41 1.090
121 H 0.77266 4.12622 0.95912  C48 1.086
122 H 0.59928 0.37814 -1.23425  C44 1.092
123 H 4.37771 -1.44598 -7.09368  C52 1.090
124 H -2.20453 3.70603 1.44870  C46 1.090
125 H 7.53372 1.41840 -1.32042  C35 1.097
126 H -0.77944 3.45176 -3.07584  C24 1.090
127 H -5.97018 -0.44673 -1.83370  P7 1.396
128 H 4.95045 -5.21079 -6.37556  C51 1.088
129 H 4.01426 -5.34933 6.17565  C45 1.088
130 H -6.25125 5.75464 -0.51826  C37 1.089
131 H -0.20800 6.10206 -0.44424  C25 1.087
132 H 4.83540 -4.56127 1.76155  C50 1.088
133 H -1.72136 -1.48238 -4.03554  C43 1.095
134 H -1.52599 -0.47790 0.55002  C28 1.092
135 H 0.33166 2.12947 -2.69016  C24 1.091
136 H -0.24620 5.19081 1.93014  C48 1.087

Results
- DFT total energy: -135226.32340 eV
- Maximum force: 1.26 eV Å⁻¹
- LUMO: -2.18 eV
- HOMO: -9.81 eV
- HOMO-LUMO gap: 7.63 eV
- Net charge: +1

Löwdin population analysis, charges in e, atoms 1 to 99: 0.853, 0.840, 0.821, 0.805, 0.748, 0.806, 0.770, 0.061, 0.144, 0.209, -0.564, -0.590, -0.536, -0.561, -0.017, -0.564, -0.195, -0.209, 0.042, 0.207, 0.031, -0.262, -0.211, -0.063, 0.032, -0.182, -0.100, -0.180, -0.274, -0.130, -0.241, -0.258, -0.194, -0.315, -0.128, -0.189, -0.016, -0.160, -0.193, -0.320, -0.275, -0.267, -0.210, -0.114, -0.274, -0.292, -0.502, -0.665, -0.207, -0.277, -0.269, -0.270, -0.250, -0.257, -0.145, -0.788, 0.074, 0.055, 0.056, 0.120, 0.071, 0.052, 0.044, 0.056, 0.116, 0.057, 0.109, 0.053, 0.048, 0.096, 0.122, 0.136, 0.090, 0.059, 0.124, 0.059, 0.109, 0.106, 0.098, 0.058, 0.124, 0.125, 0.055, 0.101, 0.039, 0.105, 0.107, 0.055, 0.158, 0.115, 0.059, 0.052, 0.057, 0.058, 0.053, 0.107, 0.038, 0.095, 0.089